No. 1
{"formula": "C30H36BN7O2Pd", "method": "ωB97M-V/def2-TZVPD", "symbols": ["Pd", "C", "C", "C", "C", "C", "N", "N", "B", "N", "N", "C", "C", "C", "C", "C", "N", "N", "C", "C", "C", "C", "C", "H", "H", "H", "H", "H", "H", "H", "H", "H", "H", "H", "H", "H", "H", "H", "H", "H", "H", "H", "H", "H", "H", "C", "C", "C", "C", "C", "C", "N", "C", "C", "C", "C", "C", "C", "C", "O", "O", "C", "C", "H", "H", "H", "H", "H", "H", "H", "H", "H", "H", "H", "H", "H", "H"], "xyz": [[-0.591, -0.761, 0.424], [-0.749, -3.906, 2.414], [-1.622, -3.983, 1.205], [-2.512, -5.005, 0.808], [-3.047, -4.567, -0.389], [-4.048, -5.253, -1.266], [-2.493, -3.363, -0.660], [-1.630, -3.012, 0.312], [-2.740, -2.452, -1.886], [-3.386, -1.121, -1.426], [-2.718, -0.328, -0.576], [-3.458, 0.747, -0.354], [-2.947, 1.804, 0.568], [-4.659, 0.645, -1.094], [-4.570, -0.561, -1.763], [-5.555, -1.192, -2.697], [-1.388, -2.143, -2.580], [-0.378, -1.576, -1.901], [0.637, -1.434, -2.734], [1.910, -0.828, -2.243], [0.278, -1.931, -4.007], [-1.024, -2.372, -3.864], [-1.923, -2.981, -4.894], [-0.929, -4.755, 3.076], [0.302, -3.898, 2.116], [-0.924, -2.969, 2.942], [-2.732, -5.929, 1.322], [-4.323, -6.205, -0.811], [-4.948, -4.647, -1.391], [-3.637, -5.447, -2.259], [-3.475, -3.003, -2.660], [-1.987, 1.441, 0.955], [-2.790, 2.754, 0.049], [-3.631, 1.977, 1.403], [-5.475, 1.352, -1.132], [-6.429, -0.548, -2.792], [-5.121, -1.343, -3.688], [-5.876, -2.170, -2.329], [1.761, -0.604, -1.181], [2.752, -1.516, -2.356], [2.150, 0.097, -2.774], [0.881, -1.966, -4.902], [-1.390, -3.051, -5.843], [-2.245, -3.982, -4.598], [-2.821, -2.376, -5.038], [3.334, 5.449, -1.701], [3.455, 5.124, -0.232], [3.751, 6.144, 0.675], [3.796, 5.872, 2.034], [3.518, 4.603, 2.507], [3.201, 3.556, 1.618], [2.765, 2.332, 2.013], [3.028, 1.712, 3.181], [4.220, 1.949, 3.914], [4.534, 1.223, 5.041], [3.665, 0.244, 5.521], [2.494, -0.008, 4.828], [2.151, 0.685, 3.673], [0.916, 0.245, 2.953], [0.159, -0.583, 3.417], [0.693, 0.823, 1.779], [3.227, 3.829, 0.218], [2.968, 2.689, -0.731], [3.355, 6.529, -1.857], [2.393, 5.062, -2.098], [4.143, 5.003, -2.287], [3.932, 7.149, 0.309], [4.031, 6.669, 2.733], [3.498, 4.406, 3.573], [1.460, 1.504, 1.640], [4.910, 2.696, 3.537], [5.479, 1.395, 5.546], [3.917, -0.319, 6.412], [1.811, -0.772, 5.178], [3.344, 1.765, -0.296], [3.456, 2.850, -1.694], [1.897, 2.538, -0.904]], "lowdin_charge": [0.220, -0.054, -0.359, -0.021, -0.306, -0.052, 0.021, 0.078, -0.497, 0.020, 0.059, -0.354, -0.056, -0.018, -0.305, -0.050, 0.021, 0.071, -0.359, -0.061, -0.019, -0.305, -0.052, 0.058, 0.069, 0.057, 0.083, 0.064, 0.066, 0.067, 0.103, 0.042, 0.064, 0.064, 0.083, 0.065, 0.066, 0.065, 0.044, 0.063, 0.062, 0.084, 0.064, 0.067, 0.067, -0.071, -0.263, -0.109, -0.130, -0.056, -0.242, 0.038, -0.224, -0.057, -0.131, -0.139, -0.053, -0.066, -0.523, 0.033, -0.007, -0.172, -0.052, 0.061, 0.078, 0.072, 0.083, 0.084, 0.095, 0.074, 0.094, 0.085, 0.076, 0.108, 0.075, 0.062, 0.091], "homo_lumo_gap_ev": 3.91, "homo_energy_ev": 0.487, "total_charge": -2}

=====

No. 2
{"formula": "C30H36CrN9O8PS2", "method": "ωB97M-V/def2-TZVPD", "symbols": ["Cr", "N", "N", "C", "N", "S", "H", "H", "H", "H", "H", "O", "C", "O", "C", "P", "C", "C", "C", "C", "C", "C", "C", "C", "C", "C", "C", "C", "H", "H", "H", "H", "H", "H", "H", "H", "H", "H", "H", "H", "C", "C", "C", "C", "N", "N", "H", "H", "H", "H", "H", "H", "H", "H", "H", "H", "H", "H", "O", "C", "O", "C", "C", "C", "C", "C", "C", "N", "O", "O", "N", "O", "O", "H", "H", "H", "S", "C", "N", "C", "C", "C", "N", "H", "H", "H", "H"], "xyz": [[-0.412, -1.334, -0.282], [-2.085, -1.177, 1.014], [-2.576, -2.434, 1.413], [-2.386, -3.500, 0.599], [-2.982, -4.635, 0.965], [-1.493, -3.404, -0.822], [-1.768, -0.684, 1.845], [-2.833, -0.598, 0.598], [-3.373, -2.425, 2.033], [-3.439, -4.736, 1.856], [-2.761, -5.472, 0.453], [3.328, -1.628, -1.503], [2.323, -1.091, -1.125], [1.099, -1.482, -1.446], [2.401, 0.166, -0.243], [0.734, 0.799, 0.126], [0.803, 1.605, 1.749], [0.426, 0.885, 2.883], [0.528, 1.457, 4.143], [0.999, 2.756, 4.278], [1.375, 3.479, 3.154], [1.282, 2.906, 1.894], [0.436, 2.118, -1.086], [1.108, 2.111, -2.308], [0.833, 3.079, -3.266], [-0.123, 4.051, -3.022], [-0.811, 4.054, -1.814], [-0.536, 3.093, -0.855], [3.028, 0.912, -0.733], [2.901, -0.087, 0.691], [0.099, -0.143, 2.782], [0.255, 0.884, 5.019], [1.091, 3.199, 5.261], [1.761, 4.484, 3.259], [1.589, 3.473, 1.024], [1.851, 1.354, -2.526], [1.371, 3.068, -4.205], [-0.332, 4.807, -3.767], [-1.554, 4.816, -1.618], [-1.060, 3.114, 0.093], [-1.333, 0.643, -4.695], [-1.824, -0.763, -4.344], [-3.343, -0.774, -4.194], [-1.396, -1.751, -5.424], [-1.223, -1.284, -3.099], [-1.445, -0.475, -1.939], [-1.732, 0.948, -5.664], [-0.243, 0.667, -4.758], [-1.661, 1.391, -3.968], [-3.813, -0.512, -5.141], [-3.688, -0.045, -3.455], [-3.687, -1.766, -3.899], [-1.806, -1.455, -6.389], [-1.748, -2.754, -5.184], [-0.308, -1.781, -5.515], [-0.215, -1.385, -3.184], [-2.445, -0.496, -1.741], [-1.209, 0.505, -2.112], [0.621, -4.157, 1.360], [1.141, -3.079, 1.527], [0.568, -1.915, 1.294], [2.542, -2.980, 2.072], [3.358, -4.106, 2.043], [4.649, -4.002, 2.520], [5.171, -2.830, 3.036], [4.328, -1.739, 3.057], [3.029, -1.792, 2.590], [4.830, -0.451, 3.575], [5.912, -0.443, 4.111], [4.122, 0.527, 3.408], [5.523, -5.197, 2.480], [6.655, -5.067, 2.892], [5.040, -6.220, 2.051], [2.986, -5.039, 1.647], [6.186, -2.777, 3.400], [2.409, -0.911, 2.637], [-4.469, 0.691, -0.276], [-3.754, 1.963, 0.545], [-4.287, 3.223, 0.396], [-3.818, 4.316, 1.028], [-2.748, 4.191, 1.857], [-2.206, 2.899, 1.978], [-2.672, 1.837, 1.358], [-5.088, 3.290, -0.220], [-4.333, 5.246, 0.834], [-2.337, 5.036, 2.386], [-1.338, 2.736, 2.610]], "lowdin_spin": [2.928, -0.002, 0.005, 0.005, 0.002, -0.007, 0.003, 0.002, 0.000, 0.000, 0.000, 0.004, 0.007, 0.042, 0.003, -0.018, -0.005, -0.001, 0.000, -0.001, 0.000, -0.002, -0.003, -0.003, 0.000, -0.003, 0.000, -0.003, 0.000, 0.000, 0.000, 0.000, 0.000, 0.000, 0.000, 0.000, 0.000, 0.000, 0.000, 0.000, 0.000, 0.000, 0.000, 0.000, 0.005, -0.011, 0.000, 0.000, 0.000, 0.000, 0.000, 0.000, 0.000, 0.000, 0.000, 0.000, 0.002, 0.002, 0.004, 0.007, 0.037, -0.001, 0.000, 0.000, 0.000, 0.000, 0.001, 0.000, 0.000, 0.000, 0.000, 0.000, 0.000, 0.000, 0.000, 0.000, 0.001, 0.000, 0.000, 0.000, 0.000, 0.000, 0.000, 0.000, 0.000, 0.000, 0.000], "homo_lumo_gap_ev": [7.87, 8.06], "homo_energy_ev": [-11.437, -11.627], "total_charge": 1, "de_lowest_ev": 0.049, "s2": 3.78, "multiplicity": 4}

=====

Here are the calculated total energy numbers, same order: -50379.4949; -120859.1067 (eV).